This record from the Open Molecules 2025 dataset describes a molecular structure, C20H35N3O11P2ReSSb2. The level of theory is ωB97M-V/def2-TZVPD.

The calculation puts the largest force on an atom at 0.9 eV Å⁻¹. Its total charge is +2. As for the orbital gap (spin up / spin down): 6.7488 / 6.3275 eV. The spin multiplicity is 2.

Cartesian coordinates (Å):
Re (-0.0957, 1.6050, 0.5327)
C (-3.4253, 3.0077, 2.4703)
Sb (-2.7954, 1.8087, 0.8661)
C (-3.6446, -0.0945, 1.1520)
C (-3.9764, 2.5954, -0.7171)
C (-4.2073, 1.6695, -1.8787)
C (-5.3483, 0.8674, -1.8820)
C (-5.6502, 0.0446, -2.9539)
C (-4.8119, 0.0275, -4.0591)
C (-3.6769, 0.8202, -4.0667)
C (-3.3522, 1.6361, -2.9830)
C (-2.0925, 2.4512, -3.0416)
Sb (-0.4223, 1.4238, -2.1928)
C (1.1672, 2.2605, -3.2934)
C (-0.7156, -0.5532, -2.8782)
H (-4.4088, 2.6412, 2.7608)
H (-3.4923, 4.0346, 2.1178)
H (-2.7307, 2.9468, 3.3052)
H (-4.7248, 0.0331, 1.1051)
H (-3.3737, -0.4866, 2.1299)
H (-3.3217, -0.7737, 0.3663)
H (-3.5530, 3.5571, -1.0022)
H (-4.9239, 2.7968, -0.2128)
H (-6.0324, 0.9140, -1.0416)
H (-6.5505, -0.5546, -2.9399)
H (-5.0519, -0.5831, -4.9190)
H (-3.0344, 0.8224, -4.9409)
H (-2.1684, 3.4189, -2.5503)
H (-1.7891, 2.6237, -4.0744)
H (1.0308, 1.9832, -4.3373)
H (2.1329, 1.9113, -2.9371)
H (1.1201, 3.3420, -3.1853)
H (-0.0319, -0.7593, -3.6997)
H (-1.7440, -0.6397, -3.2239)
H (-0.5511, -1.2588, -2.0678)
O (2.3510, 1.3354, 1.3376)
P (2.1682, 2.9175, 1.1972)
O (3.3114, 3.7882, 1.2261)
O (1.2085, 2.8609, -0.1210)
O (1.0198, 3.1988, 2.3332)
P (0.2534, 2.2104, 3.4169)
O (1.4483, 1.4740, 4.1181)
O (-0.6828, 2.9432, 4.2453)
O (-0.4034, 1.1287, 2.4482)
H (3.1104, 0.9730, 1.8325)
H (1.4070, 1.5016, 5.0846)
C (6.0440, -2.2979, 0.4171)
C (5.7779, -2.7865, 1.8348)
S (4.1196, -2.5602, 2.4057)
O (3.6572, -1.2349, 2.0085)
O (4.0659, -2.9225, 3.7899)
C (3.1090, -3.7496, 1.5221)
C (2.4054, -3.2985, 0.2364)
N (1.3080, -2.3387, 0.4941)
C (1.2622, -1.0844, 0.0234)
N (0.1933, -0.4424, 0.5546)
C (-0.4801, -1.3562, 1.3444)
C (0.1752, -2.5225, 1.2589)
N (-0.2591, -3.7754, 1.8443)
O (0.3795, -4.7691, 1.5699)
O (-1.2371, -3.7099, 2.5457)
C (2.2916, -0.5117, -0.8842)
H (7.1161, -2.3019, 0.2314)
H (5.6867, -1.2777, 0.2829)
H (5.5839, -2.9457, -0.3314)
H (6.3632, -2.2423, 2.5792)
H (5.9817, -3.8510, 1.9583)
H (2.3924, -4.0663, 2.2775)
H (3.7358, -4.6135, 1.2970)
H (1.9834, -4.1737, -0.2481)
H (3.0848, -2.8114, -0.4560)
H (-1.3599, -1.1364, 1.9132)
H (2.2872, -1.0177, -1.8515)
H (3.2745, -0.6190, -0.4322)
H (2.1124, 0.5458, -1.0323)